32
Properties=species:S:1:pos:R:3:mulliken_charge:R:1 method="wB97M-V/def2-TZVPD" e_homo_ha=-0.3570 de_lowest_ev=0.000 multiplicity=1 gap_ev=9.250
F 2.575 2.125 1.694 -0.2802
F 0.224 3.132 1.692 -0.2985
F 1.546 0.538 0.611 -0.1942
F 0.127 1.875 3.458 -0.3160
O -0.344 3.023 -0.992 -0.5314
O 1.559 -2.504 -0.165 -0.5452
O -3.952 0.729 -2.123 -0.5571
N -2.498 2.410 -1.494 -0.1696
C -3.108 -0.486 0.634 -0.5555
C -2.651 0.605 -0.084 0.0111
C 1.611 1.200 1.786 0.0784
C -3.173 1.188 -1.345 -0.0201
C 1.697 -2.838 -2.515 -1.1396
C -1.562 1.357 0.342 0.7934
C -1.363 -0.056 2.251 -0.6975
C 3.497 -1.574 -1.181 -1.1422
C 2.187 -2.325 -1.182 0.9037
C -1.316 2.395 -0.716 0.1991
C 0.240 1.860 2.087 0.8366
C -2.437 -0.816 1.805 -0.7239
C -0.915 1.056 1.538 0.3464
H 1.837 0.495 2.584 0.3080
H 3.422 -0.693 -1.821 0.3172
H -2.373 2.720 -2.450 0.3063
H 1.556 -2.007 -3.207 0.3169
H 0.750 -3.356 -2.380 0.3082
H -3.957 -1.055 0.289 0.5184
H -2.766 -1.669 2.377 0.4256
H -0.871 -0.324 3.172 0.5040
H 2.426 -3.530 -2.940 0.3389
H 3.734 -1.259 -0.168 0.2449
H 4.296 -2.216 -1.555 0.4139

---

36
Properties=species:S:1:pos:R:3:lowdin_spin:R:1 method="wB97M-V/def2-TZVPD" e_homo_ha="-0.4795 / -0.5059" s_squared=3.7638 de_lowest_ev=0.000 multiplicity=4 charge=+1 gap_ev="8.162 / 8.353"
Re 0.297 -0.145 0.024 2.3263
O 6.104 -1.414 -0.556 -0.0004
O -1.573 -1.012 0.683 0.0409
O 1.412 -1.711 0.441 0.0848
O -0.622 0.364 -1.547 0.1739
O -1.941 2.028 -2.217 0.0117
O 6.482 0.265 -1.935 0.0012
O -1.398 3.203 1.284 0.0241
O 3.412 -2.642 0.378 -0.0002
O -0.227 1.425 0.931 0.1636
N 2.714 1.681 -0.881 0.0057
N 2.182 0.519 -0.435 0.0081
C 5.721 -0.378 -1.218 0.0002
C -2.365 -0.236 1.665 0.0070
C -1.359 2.044 1.047 0.0204
C 3.172 -0.413 -0.481 0.0283
C -2.579 1.070 0.890 0.0055
C -3.675 -1.059 1.798 0.0002
C 2.743 -1.728 0.099 0.0196
C -2.825 0.529 -0.548 0.0054
C 4.305 0.175 -0.999 0.0072
C 3.987 1.538 -1.245 0.0323
C -1.783 1.062 -1.544 0.0212
C -2.676 -0.990 -0.370 0.0088
C -3.854 -1.627 0.395 0.0007
H 2.214 2.546 -0.725 -0.0002
H -2.266 -1.464 -1.216 0.0002
H -3.842 0.786 -0.827 0.0009
H -3.798 -2.697 0.300 0.0001
H 5.431 -1.931 -0.060 0.0000
H -3.550 -1.812 2.538 0.0001
H 4.650 2.312 -1.576 0.0013
H -4.810 -1.392 -0.052 0.0002
H -4.510 -0.387 2.030 0.0000
H -1.799 -0.139 2.545 0.0002
H -3.376 1.631 1.382 0.0009

---

30
Properties=species:S:1:pos:R:3:mulliken_charge:R:1 method="wB97M-V/def2-TZVPD" e_homo_ha=-0.2823 de_lowest_ev=11.128 multiplicity=1 gap_ev=7.737
Br -0.056 1.434 -6.289 -0.0900
O -1.008 -2.051 -1.225 -0.5330
O 1.198 2.092 -0.535 -0.5707
O -0.518 0.268 -3.829 -0.3140
N 0.046 0.171 -1.222 -0.3515
C -0.799 -1.072 -1.798 0.0949
C 0.771 0.832 2.680 0.8503
C -1.313 -1.017 -5.378 -0.0667
C 0.076 -0.208 2.605 0.4495
C -0.655 -0.023 -5.288 -0.3718
C -0.073 -1.471 3.556 -1.2494
C -1.374 -1.546 -4.191 -0.0199
C 0.361 0.354 0.122 -0.3322
C 1.046 1.644 1.666 -0.8837
C -0.149 -0.555 1.229 -0.5074
C 0.804 1.488 0.447 1.7860
C -0.942 -0.777 -3.159 0.5071
C 1.043 1.169 4.216 -1.2621
H 0.804 -1.789 4.113 0.3063
H -0.949 -1.146 4.348 0.2533
H 1.549 2.172 4.310 0.3320
H 1.639 2.831 2.072 -0.2587
H 1.757 0.222 4.618 0.1991
H 0.152 1.206 4.967 0.2711
H -1.747 -1.497 -6.243 0.4630
H -0.013 0.851 -1.694 0.4005
H -0.627 -2.228 3.067 0.4168
H -1.926 -2.750 -3.934 0.1358
H -0.564 -1.715 0.986 -0.0318
H 1.469 3.113 -0.219 0.3771

---

29
Properties=species:S:1:pos:R:3:mulliken_charge:R:1 method="wB97M-V/def2-TZVPD" e_homo_ha=-0.2989 de_lowest_ev=0.000 multiplicity=1 gap_ev=8.680
S 2.519 -0.743 -2.259 -0.4490
S -2.045 0.733 0.454 -0.2926
N 2.456 -0.442 0.266 -0.1479
N 0.330 -0.602 -0.659 0.0354
C -0.564 -1.051 -2.921 -0.3725
C -1.641 -0.919 -3.822 -0.8636
C 1.070 -0.912 2.235 -0.1961
C 1.967 -0.069 1.505 0.1903
C -2.879 0.340 -2.136 -0.5220
C 0.729 0.847 3.857 -0.5139
C 1.701 -0.660 -0.829 0.2773
C 2.249 1.259 1.966 -0.5027
C -2.768 -0.212 -3.428 -0.5059
C 0.455 -0.419 3.407 -0.3342
C 1.623 1.700 3.148 -0.5429
C -0.637 -0.499 -1.616 0.4580
C -1.828 0.174 -1.226 0.8429
H 1.802 2.684 3.556 0.3756
H -3.796 0.874 -1.820 0.1663
H 3.392 -0.154 -0.009 0.3286
H 0.295 -1.660 -3.212 0.3032
H -1.574 -1.360 -4.809 0.3717
H -0.204 -1.058 3.962 0.3972
H 0.055 -0.358 0.281 -0.1652
H 2.970 1.865 1.423 0.3939
H -3.198 1.418 0.174 0.1518
H -3.603 -0.084 -4.107 0.3451
H 0.884 -1.910 1.850 0.4132
H 0.240 1.218 4.770 0.3577

---

34
Properties=species:S:1:pos:R:3:mulliken_charge:R:1 method="wB97M-V/def2-TZVPD" e_homo_ha=-0.3444 multiplicity=1 gap_ev=8.301
S 1.703 -5.407 -1.889 -0.2891
P 1.343 -4.198 -0.389 0.5478
O -0.157 1.117 -0.850 -0.5267
O 0.494 -5.022 0.915 -0.5550
O 2.929 -3.673 0.188 -0.5135
O -2.174 1.776 -1.408 -0.5638
N -1.770 -3.689 -2.748 -0.4722
N -1.144 1.858 -0.725 0.9281
N -3.242 -1.599 -0.040 -0.4559
C 0.077 3.061 1.070 -0.0609
C -0.855 -3.124 -1.997 -0.2512
C -0.302 -1.834 0.240 -0.1219
C 0.393 -2.623 -1.018 0.9828
C -2.184 3.754 0.490 -0.3824
C -0.955 4.926 2.213 -0.3852
C 2.931 0.112 -0.075 -0.3911
C -2.114 4.765 1.451 -0.4387
C 2.439 -0.760 -1.093 -0.2369
C 1.373 -1.707 -1.961 -0.7775
C -1.084 2.908 0.299 0.0052
C 0.136 4.077 2.026 -0.4881
C -1.954 -1.646 0.065 0.1011
H 2.034 -2.473 -2.594 0.4786
H -0.902 5.720 2.956 0.3697
H -0.505 -5.055 0.717 0.3879
H 3.463 -3.455 -0.650 0.3914
H -2.961 5.429 1.605 0.3683
H 0.936 2.407 0.936 0.3534
H 0.113 -0.759 0.447 0.0349
H -3.093 3.644 -0.097 0.4371
H 1.035 4.208 2.624 0.3629
H -0.060 -2.482 1.212 0.4132
H 0.805 -1.054 -2.769 0.4135
H 3.255 0.797 0.847 0.3345

---

27
Properties=species:S:1:pos:R:3:mulliken_charge:R:1 method="wB97M-V/def2-TZVPD" e_homo_ha=-0.4353 de_lowest_ev=9.863 multiplicity=1 charge=+1 gap_ev=6.565
O 2.002 -2.491 -2.330 -0.3387
N -3.802 0.199 0.608 -0.0725
C 1.539 3.822 2.437 -0.1002
C 2.400 -1.138 -2.004 -0.4749
C -1.970 1.811 1.733 -0.3263
C 1.833 -3.316 -1.141 -0.6028
C -0.836 1.132 0.843 0.4282
C -3.441 1.284 1.567 -0.3860
C -1.284 -0.002 -0.179 0.4082
C 1.245 2.641 1.906 -0.7774
C -2.809 -0.435 -0.261 -0.2996
C -0.188 -0.680 -1.093 -0.5619
C 1.363 -0.343 -1.052 0.2961
C 1.820 0.807 -0.020 -0.6527
C 0.705 1.496 0.895 0.6067
H 0.686 -3.521 -1.048 0.2071
H 2.935 1.086 0.051 0.3680
H -1.703 2.668 2.474 0.3374
H -4.270 1.743 2.221 0.3556
H 3.487 -1.067 -1.603 0.3482
H -4.782 -0.141 0.525 0.3041
H 1.741 4.931 2.714 0.3561
H -3.075 -1.284 -1.011 0.3610
H -0.506 -1.487 -1.855 0.3559
H 2.157 -2.816 -0.156 0.2810
H 2.411 -0.553 -3.016 0.3131
H 2.343 -4.345 -1.204 0.2664

---

27
Properties=species:S:1:pos:R:3:mulliken_charge:R:1 method="wB97M-V/def2-TZVPD" e_homo_ha=-0.2909 de_lowest_ev=2.073 multiplicity=1 gap_ev=8.417
O -2.332 3.143 0.614 -0.3522
O -0.803 2.988 -1.123 -0.4192
C 1.411 0.510 1.245 -0.5712
C 2.694 0.984 1.268 -0.7791
C -1.640 -0.427 1.037 0.3309
C 2.787 0.652 -1.115 -0.7624
C -1.567 3.158 -0.239 0.7646
C -1.858 0.215 2.174 -1.0290
C -1.256 -1.336 -0.762 0.6543
C -0.846 -2.294 -1.817 -1.4340
C -0.500 -0.550 0.034 0.0276
C 1.573 0.001 -1.092 -0.1249
C 0.868 -0.185 0.101 1.0676
C -2.494 -1.262 0.090 -0.6636
C 3.361 1.162 0.058 -0.4223
H 0.964 0.270 2.205 0.3155
H 4.348 1.521 0.026 0.4169
H -1.345 -3.337 -1.593 0.3063
H -2.758 -2.310 0.254 0.2556
H 3.102 1.386 2.147 0.4358
H 1.381 -0.709 -1.964 0.0414
H -2.797 0.117 2.801 0.2202
H -1.196 -2.040 -2.793 0.2782
H -3.439 -0.885 -0.394 0.2356
H 0.177 -2.387 -1.731 0.4589
H 3.300 0.838 -2.016 0.4054
H -1.135 0.778 2.585 0.3430

---

29
Properties=species:S:1:pos:R:3:lowdin_spin:R:1 method="wB97M-V/def2-TZVPD" e_homo_ha="-0.4516 / -0.5814" s_squared=6.0555 de_lowest_ev=0.000 multiplicity=5 charge=+2 gap_ev="4.291 / 4.707"
Pd 1.265 0.975 1.542 1.6982
O -0.178 -0.737 -0.249 0.0515
O -0.886 1.189 0.503 0.1743
O -2.386 -2.566 -0.892 0.2093
C -3.160 -1.487 -0.609 0.2048
C -3.405 0.900 -0.646 0.0639
C 3.871 1.774 0.763 0.2129
C 3.141 -0.158 -0.393 0.1606
C -2.550 -0.153 -0.495 0.0838
C 5.235 -0.195 0.821 0.2609
C 2.751 1.074 0.166 0.2120
C -4.500 -1.566 -0.453 0.1968
C -1.160 0.120 -0.087 0.0389
C 5.056 1.154 1.116 0.0298
C -4.753 0.825 -0.337 0.2350
C -5.307 -0.403 -0.053 -0.0079
C 4.245 -0.793 0.078 0.0666
H -2.866 -3.395 -0.798 0.0016
H 6.185 -0.710 0.930 0.0112
H -5.079 -2.483 -0.665 0.0036
H 5.901 1.748 1.512 -0.0029
H 2.089 1.681 -0.457 0.0272
H 3.732 2.864 0.984 0.0068
H 4.434 -1.829 -0.211 -0.0013
H -2.992 1.795 -1.030 0.0007
H -5.324 1.749 -0.436 0.0085
H 0.539 -0.271 0.164 0.0514
H -6.352 -0.513 0.289 -0.0031
H 2.454 -0.587 -1.057 0.0049

---

Number 1: DFT total energy -32162.8765 eV. Number 2: DFT total energy -37190.4269 eV. Number 3: DFT total energy -91339.0032 eV. Number 4: DFT total energy -38326.4063 eV. Number 5: DFT total energy -46448.2217 eV. Number 6: DFT total energy -17195.1231 eV. Number 7: DFT total energy -17768.2181 eV. Number 8: DFT total energy -23273.3760 eV.